A gas-phase ion, C9H13N2O (charge +1) at a distorted geometry, computed with ωB97M-V/def2-TZVPD.

Each line ends with the natural charge from an NBO analysis.
CARTESIAN COORDINATES (ANGSTROEM)
C 2.35265 -2.19268 -1.89684  -0.051
C 1.85667 -0.88626 -1.90550  -0.287
C 2.19671 -2.97793 -0.68949  -0.266
C 1.56157 -2.43878 0.43294  0.097
C 1.03740 -0.53120 -0.83581  0.461
C 0.11899 -0.69375 1.20604  -0.244
C -0.54892 0.56424 0.50595  0.435
C -0.47699 1.89834 1.23227  -0.697
C -2.57456 1.03292 -0.59798  -0.255
N 0.85612 -1.33740 0.26978  -0.320
N 0.34972 0.56539 -0.67593  -0.581
O -1.88828 0.14568 0.19160  -0.519
H 3.03273 -2.54637 -2.66732  0.250
H 2.10477 -0.14595 -2.58732  0.247
H 2.90907 -3.69864 -0.58792  0.238
H 1.64271 -2.99798 1.37510  0.255
H 0.76969 -0.23435 1.96513  0.227
H -0.69853 -1.35553 1.71910  0.272
H 0.25473 1.80584 2.02596  0.241
H -1.35928 2.47457 1.57090  0.266
H 0.09830 2.63855 0.68857  0.243
H -2.24043 0.98842 -1.73269  0.159
H -2.25944 2.04971 -0.20527  0.167
H -3.63139 1.05431 -0.49907  0.225
H 0.14900 1.18336 -1.48930  0.438

Forces on atoms 1 to 3 (eV/Å):
-0.2466 0.9112 1.7037
-0.1135 -2.5219 1.2568
-0.8498 3.4983 -0.4188

The calculation puts the lowest unoccupied orbital energy at -4.05 eV. As for the energy above the lowest of the compared OMol25 structures with the same formula, charge and spin: 2.1341 eV. Its SMILES is CO[C@@]1(C)CN2C=CC=CC2=[NH+]1. For the highest occupied orbital energy, the calculation gives -13.00 eV. As for the HOMO-LUMO gap: 8.953 eV. As for the max |F|: 6.46 eV/Å. Its net charge is +1.

C5H8O in the gas phase at a distorted geometry, computed with ωB97M-V/def2-TZVPD.

Each line ends with the natural charge from an NBO analysis.
CARTESIAN COORDINATES (ANGSTROEM)
O -2.31597 1.24957 -0.31712  -0.661
C -1.16488 0.58964 -0.50326  0.133
C 0.08376 1.11399 0.03076  -0.555
C 1.28608 0.26429 0.16227  -0.146
C 1.23773 -1.11284 0.27223  -0.277
C 0.16483 -1.97359 0.10484  -0.365
H -2.14780 2.06752 0.17803  0.471
H -1.25736 -0.17522 -1.25811  0.162
H -0.15458 1.52563 1.03032  0.227
H 0.34459 2.00442 -0.57035  0.223
H 2.23212 0.78915 0.24758  0.201
H 2.17030 -1.57451 0.60928  0.208
H -0.72965 -1.77568 -0.46233  0.190
H 0.25082 -2.99238 0.47585  0.188

Forces on atoms 1 to 3 (eV/Å):
-0.6568 1.0073 0.3412
0.0665 -1.2938 -0.4804
-0.0056 1.0879 -0.0101

The calculation puts the lowest unoccupied orbital energy (spin up / spin down) at -0.10 / 0.87 eV. As for the energy above the lowest of the compared OMol25 structures with the same formula, charge and spin: 4.0601 eV. For the highest occupied orbital energy (spin up / spin down), the calculation gives -6.69 / -7.45 eV. As for the HOMO-LUMO gap (spin up / spin down): 6.593 / 8.317 eV. As for the max |F|: 1.38 eV/Å.

C4H7NO2 in the gas phase at a distorted geometry, computed with ωB97M-V/def2-TZVPD.

Each line ends with the natural charge from an NBO analysis.
CARTESIAN COORDINATES (ANGSTROEM)
C 0.67644 -1.33132 0.19366  -0.340
C 1.39048 -0.18410 0.75154  -0.391
C -0.03014 0.14844 0.36976  -0.002
C -0.30501 1.04063 -0.81671  -0.090
N -1.00960 -0.09542 1.29468  0.108
O -2.12594 0.36246 1.06157  -0.374
O -1.21395 0.35740 -1.72738  -0.734
H 0.73157 -1.75842 -0.77759  0.239
H 0.46507 -2.11669 0.94137  0.237
H 1.54576 -0.17798 1.78413  0.234
H 2.02591 0.44516 0.08317  0.233
H 0.57247 1.35127 -1.52460  0.204
H -0.70207 1.88327 -0.31788  0.194
H -2.02099 0.07530 -1.31571  0.481

Forces on atoms 1 to 3 (eV/Å):
-0.3914 0.2692 1.2545
0.1947 1.2784 -2.0183
1.4343 -1.7714 -1.8205

The calculation puts the lowest unoccupied orbital energy at 0.24 eV. As for the energy above the lowest of the compared OMol25 structures with the same formula, charge and spin: 4.7862 eV. Its SMILES is O=NC1(CO)CC1. For the highest occupied orbital energy, the calculation gives -9.02 eV. As for the HOMO-LUMO gap: 9.267 eV. As for the max |F|: 2.92 eV/Å.

3 unconnected molecules or ions with the total composition C2H10N2O3 at a distorted geometry, computed with ωB97M-V/def2-TZVPD.

Each line ends with the natural charge from an NBO analysis.
CARTESIAN COORDINATES (ANGSTROEM)
C 0.62111 -1.67477 -1.57986  -0.480
N -0.09098 -0.66968 -0.84860  -0.160
C -0.94235 -1.03922 0.27844  0.718
N -1.25035 0.05019 0.99263  -0.781
O -1.20241 -2.18276 0.49421  -0.479
H 1.13362 -2.33842 -0.87409  0.300
H 1.34977 -1.20804 -2.21968  0.254
H -0.12947 -2.26062 -2.11947  0.300
H 0.24478 0.29435 -0.92880  0.436
H -0.84902 0.97207 0.85470  0.421
H -2.02183 0.01870 1.65214  0.447
H 2.39438 1.55556 1.05324  0.493
H 1.39882 0.79488 2.09831  0.477
O 1.67621 1.62830 1.70124  -0.964
H 0.01444 2.62788 -1.87093  0.479
H -0.17180 2.82321 -0.32004  0.474
O 0.47422 2.79082 -1.03137  -0.938

Forces on atoms 1 to 3 (eV/Å):
-0.3702 0.4751 0.1959
1.1398 -0.5423 0.0872
0.0096 0.2181 0.5309

The calculation puts the lowest unoccupied orbital energy (spin up / spin down) at -3.56 / -8.84 eV. As for the energy above the lowest of the compared OMol25 structures with the same formula, charge and spin: 0.1235 eV. As for the expectation value of S²: 0.756. For the highest occupied orbital energy (spin up / spin down), the calculation gives -15.31 / -15.30 eV. Its spin multiplicity is 2. As for the HOMO-LUMO gap (spin up / spin down): 11.757 / 6.458 eV. As for the max |F|: 1.27 eV/Å. Its net charge is +1.

8 unconnected molecules or ions with the total composition C20H48N8O8 at a distorted geometry, computed with ωB97M-V/def2-TZVPD.

Each line ends with the Löwdin charge.
CARTESIAN COORDINATES (ANGSTROEM)
O -3.03945 1.60434 -1.28341  0.007
C -3.91880 0.80047 -1.55257  -0.578
N -4.97490 0.77426 -0.70604  0.156
C -3.87239 -0.27647 -2.59025  0.011
H -5.80370 0.39502 -1.14120  0.099
H -5.04087 1.39234 0.09003  0.113
H -3.66279 0.09012 -3.59513  0.090
H -4.80818 -0.83024 -2.66594  0.080
H -3.05664 -0.96576 -2.37220  0.072
O -0.16273 -4.35905 -0.83105  -0.020
C -1.10684 -3.89212 -0.14868  -0.563
N -1.46425 -2.59267 -0.22048  0.192
C -1.77192 -4.76660 0.82571  -0.014
H -0.85898 -1.96355 -0.72838  0.051
H -2.13910 -2.09984 0.34679  0.116
H -1.48362 -4.58423 1.86095  0.093
H -1.41945 -5.78774 0.68030  0.087
H -2.83921 -4.75186 0.60487  0.089
O -3.61937 2.36188 3.75487  0.075
C -3.45157 3.51790 3.61598  -0.649
N -3.79371 4.43157 4.52341  0.155
C -2.83948 4.04764 2.30807  -0.008
H -4.11093 4.20302 5.45466  0.116
H -4.09665 5.28828 4.08253  0.101
H -2.95201 3.27058 1.55202  0.065
H -1.81728 4.41736 2.38880  0.075
H -3.33023 4.95128 1.94656  0.072
O -0.69200 -3.70648 -5.93848  0.046
C -0.69628 -3.57879 -4.74391  -0.667
N -0.58088 -4.59529 -3.93867  0.180
C -0.79068 -2.24052 -4.07302  0.005
H -0.48956 -4.49097 -2.93823  0.067
H -0.30884 -5.42685 -4.44324  0.121
H -1.60561 -1.64932 -4.49072  0.082
H 0.15732 -1.74914 -4.29194  0.076
H -0.81860 -2.10725 -2.99156  0.040
C 2.42919 0.35267 -4.10681  -0.003
C 1.22441 1.22300 -4.59433  -0.561
O 1.01061 1.35103 -5.78380  0.040
N 0.40102 1.64126 -3.63490  0.017
C -0.66753 2.60302 -3.94910  -0.055
H 3.26358 0.39832 -4.80668  0.074
H 2.24672 -0.70940 -3.94307  0.060
H 2.80700 0.65619 -3.13048  0.055
H 0.43995 1.25072 -2.70428  0.092
H -0.29851 3.33424 -4.66830  0.080
H -0.98592 3.10598 -3.03599  0.078
H -1.46116 2.07503 -4.47776  0.077
C 1.51871 -0.18174 0.44180  0.040
C 0.19409 0.00421 -0.25551  -0.581
O 0.05809 -0.28349 -1.39479  0.023
N -0.80042 0.65525 0.41038  0.059
C -0.79672 1.12097 1.81632  -0.051
H 1.69956 -1.23831 0.63939  0.084
H 1.59400 0.35666 1.38655  0.067
H 2.35543 0.21259 -0.13483  0.082
H -1.64216 0.78649 -0.13217  0.084
H -1.70551 1.57710 2.20893  0.053
H -0.01402 1.84328 2.04811  0.074
H -0.56978 0.25843 2.44291  0.086
C 3.63986 1.55254 4.14688  -0.007
C 2.26228 1.97643 4.56552  -0.577
O 1.36988 1.11707 4.53947  0.018
N 2.04163 3.24952 4.77586  0.031
C 0.72461 3.82255 5.13937  -0.055
H 3.99032 2.16787 3.31824  0.078
H 3.78071 0.53127 3.79295  0.079
H 4.36603 1.57211 4.95953  0.082
H 2.77434 3.92382 4.60690  0.140
H 0.14480 3.22272 5.84089  0.086
H -0.02077 3.97837 4.35948  0.060
H 0.75363 4.83144 5.55093  0.078
C 5.19046 -0.92549 0.01629  -0.011
C 4.59846 -2.09742 0.82185  -0.516
O 4.57288 -2.05060 2.05289  0.008
N 3.75355 -2.95849 0.14453  0.010
C 2.97778 -4.04110 0.81265  -0.052
H 4.99180 0.05884 0.44022  0.073
H 4.76954 -0.86761 -0.98750  0.060
H 6.27432 -0.86953 -0.08479  0.077
H 3.81406 -2.71530 -0.83388  0.118
H 2.06231 -4.28789 0.27496  0.054
H 2.62350 -3.73154 1.79588  0.080
H 3.50325 -4.98477 0.95914  0.079

Forces on atoms 1 to 3 (eV/Å):
0.9557 -0.1226 -0.7976
0.4560 0.8190 1.5911
-1.2883 -1.0606 -0.8678

The calculation puts the lowest unoccupied orbital energy at 0.24 eV. As for the energy above the lowest of the compared OMol25 structures with the same formula, charge and spin: 0.0000 eV. Its SMILES is CNC(C)=O.CNC(C)=O.CNC(C)=O.CNC(C)=O.CC(N)=O.CC(N)=O.CC(N)=O.CC(N)=O. For the highest occupied orbital energy, the calculation gives -8.96 eV. As for the HOMO-LUMO gap: 9.203 eV. As for the max |F|: 4.73 eV/Å.

A molecular structure, C22H27GeIrN3O2, computed with ωB97M-V/def2-TZVPD.

Each line ends with the natural charge from an NBO analysis.
CARTESIAN COORDINATES (ANGSTROEM)
Ir 0.49256 0.21422 -0.52368  1.147
C -2.46290 -1.44778 -3.43183  -0.710
C -1.43676 -0.40861 -3.10764  0.725
N -1.56082 0.78912 -3.66247  -0.753
O -0.49369 -0.70536 -2.33732  -0.718
H -2.91422 -1.28996 -4.40934  0.233
H -3.24173 -1.39086 -2.66617  0.263
H -2.01222 -2.43430 -3.37763  0.255
H -2.37505 1.01467 -4.20906  0.416
H -1.02112 1.56183 -3.30179  0.429
N -1.29422 2.75965 -1.12004  -0.443
C -0.64034 1.83475 -0.89222  -0.074
Ge -0.83493 0.53119 1.62011  1.074
C -0.04454 -0.54141 3.02554  -0.478
C -0.04337 -0.01768 4.31817  -0.143
C 0.41746 -0.77777 5.38439  -0.218
C 0.88432 -2.06507 5.16607  -0.187
C 0.89025 -2.59444 3.88198  -0.199
C 0.42878 -1.83635 2.81617  -0.228
C -2.51298 -0.20097 0.97392  -0.365
C -2.70652 -1.58093 1.04896  -0.230
C -3.87671 -2.15208 0.56796  -0.212
C -4.86295 -1.34655 0.01625  -0.196
C -4.67815 0.02955 -0.05976  -0.203
C -3.50420 0.60125 0.40719  -0.236
H -0.84210 2.02107 1.95021  -0.114
H -0.40344 0.98835 4.50225  0.210
H 0.41068 -0.36389 6.38394  0.227
H 1.24440 -2.65801 5.99605  0.227
H 1.25391 -3.59922 3.71104  0.223
H 0.44787 -2.25739 1.81728  0.219
H -1.95482 -2.21500 1.50433  0.221
H -4.02239 -3.22195 0.63694  0.226
H -5.78160 -1.78876 -0.34657  0.226
H -5.45326 0.65903 -0.47683  0.225
H -3.36325 1.67211 0.32815  0.233
C 3.01939 -0.86466 0.82720  -0.260
O 1.82112 -0.99980 0.10704  -0.643
H 2.85688 -1.18757 1.85910  0.217
H 3.35949 0.17476 0.84191  0.181
H 3.78948 -1.49315 0.37736  0.192
C 2.83327 -0.42937 -3.02403  -0.693
C 2.97861 0.90335 -2.40703  0.350
C 3.99079 1.88500 -2.66778  -0.255
C 3.75290 2.92611 -1.82482  -0.234
C 2.59533 2.57498 -1.04958  0.355
C 1.95693 3.37172 0.01805  -0.689
N 2.14732 1.35851 -1.43372  -0.615
H 3.55193 -0.56973 -3.82706  0.246
H 1.82175 -0.57353 -3.40655  0.258
H 2.98762 -1.20813 -2.27020  0.260
H 4.77495 1.78241 -3.39959  0.246
H 4.29973 3.84948 -1.72831  0.245
H 2.59176 4.20371 0.31217  0.246
H 1.74260 2.74779 0.88873  0.244
H 0.99622 3.76567 -0.32740  0.280

Forces on atoms 1 to 3 (eV/Å):
0.0788 0.5122 0.1054
-0.0272 -0.0030 -0.0004
0.0739 -0.1741 0.0078

The calculation puts the lowest unoccupied orbital energy (spin up / spin down) at -2.41 / -5.24 eV. As for the energy above the lowest of the compared OMol25 structures with the same formula, charge and spin: 0.4578 eV. As for the expectation value of S²: 6.022. For the highest occupied orbital energy (spin up / spin down), the calculation gives -11.33 / -11.89 eV. Its spin multiplicity is 5. As for the HOMO-LUMO gap (spin up / spin down): 8.922 / 6.646 eV. As for the max |F|: 0.53 eV/Å. Its net charge is +1.

A molecular structure, C4H2O3 at a distorted geometry, computed with ωB97M-V/def2-TZVPD.

Each line ends with the natural charge from an NBO analysis.
CARTESIAN COORDINATES (ANGSTROEM)
C -0.71110 0.24845 -0.73287  0.021
C 0.57548 -0.12723 -0.69040  0.278
C -0.86348 0.17253 0.71372  0.528
C 0.62639 -0.32981 0.81449  -0.445
O -1.80201 0.47704 1.56177  -0.530
O -0.61579 0.49020 -2.13470  -0.157
O 0.75352 0.08961 -2.04630  -0.158
H 0.75281 -1.35734 1.14865  0.232
H 1.28419 0.33656 1.36563  0.232

Forces on atoms 1 to 3 (eV/Å):
2.2563 -0.7937 -0.5663
-2.5245 0.6276 -0.1574
-5.9140 2.1296 4.2655

The calculation puts the lowest unoccupied orbital energy at 0.12 eV. As for the energy above the lowest of the compared OMol25 structures with the same formula, charge and spin: 7.7799 eV. For the highest occupied orbital energy, the calculation gives -10.01 eV. As for the HOMO-LUMO gap: 10.130 eV. As for the max |F|: 7.60 eV/Å.

Values for E, Ha, ordered as above
-535.20855, -270.40869, -361.70497, -417.11706, -1830.92090, -3350.19755, -379.05469